No. 1
Formula: C4H11NO
Source: the OMol25 dataset
Level of theory: ωB97M-V/def2-TZVPD

Results
net charge	-1
ΔE to the lowest compared entry with this formula, charge and spin	53.3	kJ/mol
multiplicity	2
maximum force	0.0405	Eh/bohr

Last columns: bonded neighbours and bond lengths (Å).
Cartesian coordinates (Å):
1 H 1.701 0.967 1.804  C12 1.096
2 H 2.308 -1.062 0.809  N10 1.005
3 H 0.178 -1.530 -1.889  C15 1.096
4 H -2.014 0.995 1.635  O6 0.959
5 H -1.720 -0.530 1.070  O6 0.962
6 O -2.337 0.115 1.429  H4 0.959, H5 0.962
7 C -0.296 0.200 -0.795  H11 1.074, C14 1.349, C15 1.498
8 H -1.531 -1.391 -1.686  C15 1.089
9 H 1.741 1.987 0.434  C12 1.089
10 N 1.715 -0.884 0.017  H2 1.005, C14 1.383, H16 1.006
11 H -0.848 1.104 -0.612  C7 1.074
12 C 1.096 1.272 0.942  H1 1.096, H9 1.089, H13 1.093, C14 1.500
13 H 0.180 1.675 1.383  C12 1.093
14 C 0.807 0.158 -0.020  C7 1.349, N10 1.383, C12 1.500
15 C -0.636 -0.796 -1.861  H3 1.096, C7 1.498, H8 1.089, H17 1.095
16 H 1.711 -1.529 -0.755  N10 1.006
17 H -0.574 -0.406 -2.883  C15 1.095

No. 2
Formula: C48H108N4O8
Source: the OMol25 dataset
Level of theory: ωB97M-V/def2-TZVPD

Results
SMILES	CC1(C)CCCC(C)(C)N1O.CC1(C)CCCC(C)(C)N1O.CC1(C)CCCC(C)(C)N1O.CC1(C)CCCC(C)(C)N1O.CC(C)O.CC(C)O.CC(C)O.CC(C)O
ΔE to the lowest compared entry with this formula, charge and spin	810.6	kJ/mol
multiplicity	1
maximum force	0.0915	Eh/bohr

Last columns: bonded neighbours and bond lengths (Å).
Cartesian coordinates (Å):
1 H -13.987 9.456 5.783  C57 1.090
2 C -12.580 14.963 13.189  H36 1.090, H112 1.090, H118 1.090, C145 1.555
3 C -7.342 17.411 2.592  C16 1.549, H34 1.090, H58 1.090, H129 1.090
4 H -14.200 12.135 -2.195  C99 1.090
5 H -7.131 5.171 11.246  C86 1.090
6 C -15.371 17.203 8.467  H8 1.090, H42 1.090, H106 1.090, C123 1.512
7 H -14.834 10.854 5.600  C57 1.090
8 H -15.083 18.239 8.288  C6 1.090
9 H -11.399 3.091 9.174  C104 1.090
10 H -19.667 12.821 -1.733  O70 0.960
11 H -18.603 11.788 -0.129  C33 1.090
12 C -10.922 10.219 7.332  C62 1.513, N132 1.486, C150 1.578, C152 1.585
13 N -12.854 13.675 15.397  C108 1.474, O120 1.387, C145 1.526
14 H -13.285 0.336 9.640  O128 0.960
15 H -5.902 3.470 12.308  C21 1.090
16 C -8.696 17.798 3.237  C3 1.549, H61 1.090, O122 1.364, C165 1.534
17 H -2.175 7.834 10.388  C156 1.090
18 C -13.037 12.656 5.303  C80 1.538, H117 1.090, H137 1.090, H141 1.090
19 H -3.384 7.524 13.940  C65 1.090
20 C -12.984 11.539 16.571  H29 1.090, H50 1.090, H81 1.090, C108 1.537
21 C -5.052 3.412 11.629  H15 1.090, H43 1.090, H161 1.090, C166 1.591
22 H -12.085 13.052 7.650  O116 0.960
23 H -18.711 13.202 0.686  C33 1.090
24 H -13.500 16.575 15.147  C126 1.090
25 H -12.486 8.636 7.345  C150 1.090
26 H -10.369 11.328 9.201  C152 1.090
27 C -15.911 12.603 -3.568  C55 1.576, H73 1.090, C99 1.555, H140 1.090
28 H -10.092 15.280 13.977  C127 1.090
29 H -12.697 10.498 16.420  C20 1.090
30 H -10.573 12.024 16.411  C94 1.090
31 H -12.304 16.133 16.332  C126 1.090
32 H -14.293 13.851 16.295  O120 0.960
33 C -17.938 12.541 0.294  H11 1.090, H23 1.090, C60 1.535, H139 1.090
34 H -6.548 17.040 3.240  C3 1.090
35 H -16.711 14.825 -4.869  C39 1.090
36 H -12.380 14.105 12.547  C2 1.090
37 H -10.748 16.927 2.945  C165 1.090
38 H -18.502 5.190 4.161  C119 1.090
39 C -17.194 14.750 -3.895  H35 1.090, C55 1.507, H82 1.090, H85 1.090
40 C -17.106 15.431 8.207  H53 1.090, H95 1.090, C123 1.502, H134 1.090
41 C -4.736 8.239 11.584  H92 1.090, C105 1.547, H146 1.090, H148 1.090
42 H -14.940 16.555 7.704  C6 1.090
43 H -5.302 2.661 10.879  C21 1.090
44 H -1.841 6.898 13.279  C65 1.090
45 H -17.805 3.982 3.181  C119 1.090
46 H -12.556 1.302 6.165  C78 1.090
47 H -10.751 9.158 3.971  C160 1.090
48 H -11.905 8.501 5.226  C160 1.090
49 C -12.827 1.689 8.322  C78 1.513, C104 1.538, O128 1.379, H153 1.090
50 H -14.067 11.448 16.650  C20 1.090
51 H -12.863 3.804 9.139  C104 1.090
52 C -18.224 12.658 -4.513  C55 1.574, H66 1.090, H93 1.090, H103 1.090
53 H -16.533 14.658 8.720  C40 1.090
54 H -9.277 9.979 8.766  C152 1.090
55 C -17.305 13.323 -3.422  C27 1.576, C39 1.507, C52 1.574, N163 1.421
56 H -18.371 7.616 3.250  C75 1.090
57 C -14.004 10.466 6.191  H1 1.090, H7 1.090, H69 1.090, C80 1.481
58 H -6.952 18.222 1.976  C3 1.090
59 C -12.058 10.515 4.557  H63 1.090, C80 1.590, H115 1.090, C160 1.491
60 C -17.189 13.182 -0.882  C33 1.535, C121 1.533, C135 1.596, N163 1.511
61 H -8.679 18.747 3.772  C16 1.090
62 C -10.282 9.706 6.059  C12 1.513, H77 1.090, C160 1.539, H162 1.090
63 H -12.816 10.121 3.880  C59 1.090
64 H -16.260 15.318 -1.030  C135 1.090
65 C -2.752 7.452 13.055  H19 1.090, H44 1.090, H72 1.090, C105 1.632
66 H -17.683 12.451 -5.437  C52 1.090
67 H -9.245 11.487 7.830  C152 1.090
68 H -17.216 17.179 9.450  C123 1.090
69 H -14.197 10.460 7.264  C57 1.090
70 O -19.234 13.583 -2.126  H10 0.960, N163 1.373
71 H -11.922 3.574 7.614  C104 1.090
72 H -2.437 8.492 12.962  C65 1.090
73 H -15.380 13.067 -4.400  C27 1.090
74 H -16.604 6.241 4.681  O168 0.960
75 C -17.597 7.346 2.531  H56 1.090, C113 1.534, H133 1.090, H167 1.090
76 H -14.672 13.790 -2.170  C99 1.090
77 H -9.584 8.894 6.259  C62 1.090
78 C -12.328 0.882 7.145  H46 1.090, C49 1.513, H101 1.090, H155 1.090
79 H -2.676 5.969 8.580  C114 1.090
80 C -12.793 11.214 5.782  C18 1.538, C57 1.481, C59 1.590, N132 1.495
81 H -12.648 11.955 17.521  C20 1.090
82 H -18.034 15.432 -4.030  C39 1.090
83 H -10.917 8.051 7.974  C150 1.090
84 H -6.454 5.145 9.564  C86 1.090
85 H -16.397 15.199 -3.303  C39 1.090
86 C -6.279 5.406 10.607  H5 1.090, H84 1.090, H111 1.090, C166 1.569
87 H -15.166 12.566 -0.202  C121 1.090
88 H -9.780 16.575 1.725  C165 1.090
89 H -16.539 5.452 1.978  C113 1.090
90 N -4.382 5.765 12.139  C105 1.543, O136 1.408, C166 1.422
91 H -16.054 11.356 -1.164  C121 1.090
92 H -5.534 8.105 12.314  C41 1.090
93 H -18.714 11.745 -4.177  C52 1.090
94 C -10.936 12.226 15.404  H30 1.090, H96 1.090, C108 1.462, C143 1.610
95 H -17.165 15.244 7.135  C40 1.090
96 H -10.609 11.296 14.939  C94 1.090
97 H -10.453 13.024 13.363  C143 1.090
98 H -1.816 6.374 10.873  C156 1.090
99 C -15.074 12.782 -2.270  H4 1.090, C27 1.555, H76 1.090, C121 1.518
100 H -11.728 16.894 15.053  C126 1.090
101 H -11.265 0.766 7.357  C78 1.090
102 H -17.779 15.095 -0.359  C135 1.090
103 H -19.034 13.320 -4.819  C52 1.090
104 C -12.280 3.111 8.533  H9 1.090, C49 1.538, H51 1.090, H71 1.090
105 C -3.704 7.103 11.777  C41 1.547, C65 1.632, N90 1.543, C156 1.556
106 H -14.956 16.816 9.398  C6 1.090
107 H -9.179 12.944 14.474  C143 1.090
108 C -12.397 12.274 15.355  N13 1.474, C20 1.537, C94 1.462, C109 1.546
109 C -12.963 11.585 14.093  C108 1.546, H110 1.090, H130 1.090, H164 1.090
110 H -13.945 11.150 14.277  C109 1.090
111 H -6.371 6.491 10.548  C86 1.090
112 H -12.108 15.775 12.637  C2 1.090
113 C -17.073 5.930 2.800  C75 1.534, H89 1.090, C119 1.481, O168 1.457
114 C -3.377 6.159 9.393  H79 1.090, C138 1.482, C156 1.557, H157 1.090
115 H -11.441 11.285 4.093  C59 1.090
116 O -12.293 12.164 7.949  H22 0.960, N132 1.428
117 H -13.511 12.683 4.322  C18 1.090
118 H -13.658 15.096 13.099  C2 1.090
119 C -18.179 5.005 3.136  H38 1.090, H45 1.090, C113 1.481, H147 1.090
120 O -14.234 13.798 15.338  N13 1.387, H32 0.960
121 C -15.865 12.420 -1.025  C60 1.533, H87 1.090, H91 1.090, C99 1.518
122 O -8.762 16.885 4.248  C16 1.364, H124 0.960
123 C -16.850 16.888 8.465  C6 1.512, C40 1.502, H68 1.090, O142 1.449
124 H -8.816 15.966 3.975  O122 0.960
125 H -16.364 14.681 0.639  C135 1.090
126 C -12.500 16.154 15.260  H24 1.090, H31 1.090, H100 1.090, C145 1.542
127 C -10.599 14.681 14.734  H28 1.090, C143 1.506, C145 1.519, H149 1.090
128 O -12.633 1.030 9.517  H14 0.960, C49 1.379
129 H -7.612 16.636 1.875  C3 1.090
130 H -12.250 10.803 13.831  C109 1.090
131 H -4.393 4.423 9.096  C138 1.090
132 N -11.804 11.333 6.896  C12 1.486, C80 1.495, O116 1.428
133 H -17.849 7.384 1.471  C75 1.090
134 H -18.146 15.133 8.344  C40 1.090
135 C -16.790 14.637 -0.364  C60 1.596, H64 1.090, H102 1.090, H125 1.090
136 O -5.320 5.867 13.183  N90 1.408, H151 0.960
137 H -12.153 13.293 5.299  C18 1.090
138 C -3.845 4.859 9.931  C114 1.482, H131 1.090, H144 1.090, C166 1.577
139 H -17.309 12.121 1.079  C33 1.090
140 H -16.063 11.558 -3.839  C27 1.090
141 H -13.741 13.145 5.976  C18 1.090
142 O -17.501 17.800 7.547  C123 1.449, H154 0.960
143 C -10.219 13.262 14.401  C94 1.610, H97 1.090, H107 1.090, C127 1.506
144 H -2.978 4.256 10.199  C138 1.090
145 C -12.112 14.787 14.662  C2 1.555, N13 1.526, C126 1.542, C127 1.519
146 H -4.367 9.251 11.750  C41 1.090
147 H -18.995 5.205 2.441  C119 1.090
148 H -5.215 8.298 10.606  C41 1.090
149 H -10.215 14.996 15.705  C127 1.090
150 C -11.588 8.907 7.900  C12 1.578, H25 1.090, H83 1.090, H158 1.090
151 H -5.021 5.172 13.774  O136 0.960
152 C -9.885 10.798 8.382  C12 1.585, H26 1.090, H54 1.090, H67 1.090
153 H -13.868 1.926 8.101  C49 1.090
154 H -17.385 18.665 7.946  O142 0.960
155 H -12.904 -0.043 7.167  C78 1.090
156 C -2.720 6.912 10.587  H17 1.090, H98 1.090, C105 1.556, C114 1.557
157 H -4.148 6.813 8.988  C114 1.090
158 H -11.852 9.072 8.945  C150 1.090
159 H -10.380 18.228 1.849  C165 1.090
160 C -11.249 9.319 4.927  H47 1.090, H48 1.090, C59 1.491, C62 1.539
161 H -4.169 3.078 12.173  C21 1.090
162 H -9.526 10.401 5.695  C62 1.090
163 N -17.955 13.087 -2.181  C55 1.421, C60 1.511, O70 1.373
164 H -12.900 12.130 13.151  C109 1.090
165 C -9.930 17.409 2.411  C16 1.534, H37 1.090, H88 1.090, H159 1.090
166 C -4.882 4.910 11.119  C21 1.591, C86 1.569, N90 1.422, C138 1.577
167 H -16.660 7.902 2.532  C75 1.090
168 O -16.140 5.887 3.919  H74 0.960, C113 1.457

No. 3
Formula: C19H62N2O12
Source: the OMol25 dataset
Level of theory: ωB97M-V/def2-TZVPD

Results
SMILES	NC(N)=O.CCO.CCO.CCO.CCO.CCO.CCO.CCO.CO.CO.CO.CO
ΔE to the lowest compared entry with this formula, charge and spin	651.4	kJ/mol
multiplicity	1
maximum force	0.1507	Eh/bohr

Last columns: bonded neighbours and bond lengths (Å).
Cartesian coordinates (Å):
1 H 2.559 -5.564 -0.798  C23 1.124
2 O 3.387 0.016 0.537  C8 1.360, H81 0.970
3 C 1.090 -0.711 4.267  H29 1.100, H41 1.100, H55 1.022, C65 1.511
4 H 0.939 -3.933 -0.317  C79 1.025
5 O -2.052 4.060 2.870  H94 0.952, C95 1.422
6 H -3.796 2.944 -1.486  C56 1.061
7 O 0.097 -1.486 2.150  H12 0.980, C65 1.426
8 C 4.410 0.865 0.246  O2 1.360, H34 1.086, H36 1.063, H54 1.081
9 H -0.981 -5.465 -1.347  C45 1.118
10 C 0.255 4.036 -1.433  N42 1.285, O51 1.419, N72 1.292
11 H -4.838 0.988 -3.018  O13 1.003
12 H 0.307 -2.434 2.280  O7 0.980
13 O -4.525 1.903 -3.285  H11 1.003, C56 1.475
14 H -1.934 -3.009 -1.190  C85 1.062
15 H 1.751 -1.652 -2.886  C64 1.057
16 H 2.842 4.835 2.951  C87 1.089
17 H 0.633 2.641 2.465  C68 1.073
18 H -0.545 -0.297 -3.455  C57 1.091
19 H -1.147 -3.375 0.292  C85 1.117
20 H 0.267 -1.038 -0.732  C37 1.096
21 O 1.426 -5.964 -2.449  C23 1.407, H59 0.973
22 H -0.727 -0.130 -5.146  C57 1.150
23 C 2.197 -5.037 -1.723  H1 1.124, O21 1.407, H61 1.094, C79 1.555
24 H 0.324 0.162 1.181  O27 0.983
25 H 0.053 2.216 -3.697  O35 0.971
26 H -2.692 2.906 -2.947  C56 1.144
27 O 0.708 0.637 0.411  H24 0.983, C37 1.388
28 H -2.753 -3.187 3.038  C89 1.029
29 H 1.649 -1.616 4.546  C3 1.100
30 H 1.148 5.071 3.547  C87 1.095
31 H -0.249 5.700 -2.347  N42 1.078
32 H -4.346 -3.233 2.396  C89 1.098
33 H -0.937 0.355 -0.683  C37 1.130
34 H 4.577 0.851 -0.826  C8 1.086
35 O 0.428 1.479 -4.205  H25 0.971, C57 1.435
36 H 5.365 0.644 0.657  C8 1.063
37 C 0.150 0.052 -0.716  H20 1.096, O27 1.388, H33 1.130, H40 1.069
38 C 3.398 -0.407 -3.046  O39 1.420, H43 1.043, C64 1.527, H88 1.056
39 O 4.076 -1.153 -2.046  C38 1.420, H47 0.924
40 H 0.479 0.346 -1.690  C37 1.069
41 H 0.895 -0.254 5.249  C3 1.100
42 N 0.263 5.320 -1.477  C10 1.285, H31 1.078, H46 1.075
43 H 4.085 -0.026 -3.732  C38 1.043
44 H -0.833 -0.081 3.454  C65 1.085
45 C -1.954 -5.164 -0.885  H9 1.118, O66 1.454, H78 1.082, C85 1.546
46 H 0.999 5.963 -1.031  N42 1.075
47 H 3.452 -1.461 -1.438  O39 0.924
48 H -4.382 -0.701 2.495  C75 1.101
49 H -2.983 1.486 -1.960  C56 1.099
50 O -2.603 -1.042 1.509  H52 0.960, C75 1.418
51 O -0.555 3.221 -2.265  C10 1.419
52 H -1.661 -0.970 1.679  O50 0.960
53 O 1.335 5.214 1.574  H74 0.953, C87 1.426
54 H 4.154 1.865 0.565  C8 1.081
55 H 1.776 -0.160 3.746  C3 1.022
56 C -3.502 2.379 -2.335  H6 1.061, O13 1.475, H26 1.144, H49 1.099
57 C -0.625 0.503 -4.191  H18 1.091, H22 1.150, O35 1.435, H67 1.061
58 H -2.628 1.586 2.231  C69 1.049
59 H 1.963 -6.545 -3.015  O21 0.973
60 H 1.954 2.527 3.536  C68 1.083
61 H 3.069 -4.776 -2.328  C23 1.094
62 H -0.711 -1.680 4.043  C65 1.115
63 H -2.738 -3.517 0.279  C85 1.029
64 C 2.466 -1.460 -3.641  H15 1.057, C38 1.527, H84 1.133, H91 1.057
65 C -0.154 -0.927 3.437  C3 1.511, O7 1.426, H44 1.085, H62 1.115
66 O -2.206 -5.900 0.344  C45 1.454, H76 0.978
67 H -1.469 1.146 -4.165  C57 1.061
68 C 1.613 3.039 2.644  H17 1.073, H60 1.083, H80 1.064, C87 1.591
69 C -2.032 2.073 1.519  H58 1.049, H73 1.065, H82 1.123, C95 1.473
70 H 1.189 3.954 0.407  N72 1.036
71 H -1.409 3.955 0.927  C95 1.067
72 N 0.949 3.492 -0.489  C10 1.292, H70 1.036, H93 1.063
73 H -1.052 1.727 1.751  C69 1.065
74 H 1.377 6.138 1.805  O53 0.953
75 C -3.404 -1.172 2.672  H48 1.101, O50 1.418, H86 1.012, C89 1.573
76 H -2.420 -6.783 -0.018  O66 0.978
77 H 2.046 -3.010 -1.142  C79 1.047
78 H -2.682 -5.353 -1.662  C45 1.082
79 C 1.375 -3.809 -1.237  H4 1.025, C23 1.555, H77 1.047, H83 1.040
80 H 2.098 2.629 1.791  C68 1.064
81 H 2.578 0.515 0.731  O2 0.970
82 H -2.392 1.686 0.529  C69 1.123
83 H 0.685 -3.429 -1.916  C79 1.040
84 H 2.905 -2.455 -3.959  C64 1.133
85 C -1.974 -3.701 -0.385  H14 1.062, H19 1.117, C45 1.546, H63 1.029
86 H -3.004 -0.675 3.457  C75 1.012
87 C 1.788 4.613 2.786  H16 1.089, H30 1.095, O53 1.426, C68 1.591
88 H 2.958 0.345 -2.450  C38 1.056
89 C -3.650 -2.682 3.042  H28 1.029, H32 1.098, C75 1.573, H90 1.065
90 H -3.940 -2.789 4.060  C89 1.065
91 H 1.894 -1.153 -4.475  C64 1.057
92 H -3.122 3.741 1.066  C95 1.090
93 H 0.780 2.449 -0.375  N72 1.063
94 H -1.389 3.552 3.327  O5 0.952
95 C -2.167 3.540 1.552  O5 1.422, C69 1.473, H71 1.067, H92 1.090